The following is a DFT calculation (wB97M-V/def2-TZVPD) of a single C21H29N3O4 molecule.

Calculated values
HOMO, eV: -8.28
LUMO, eV: 0.725
SMILES string: CC(C)NC(=O)c1ccc2c(c1)N(CC(=O)N1CCCCC1)C(=O)C(C)(C)O2
Calculated total energy, eV: -34910.371
Gap between HOMO and LUMO, Eh: 0.331
Spin multiplicity: 1

XYZ file:
```
57
C21H29N3O4 | the OMol25 dataset | wB97M-V/def2-TZVPD
C -1.5686 -1.5992 -0.2822
H 0.7105 -1.8820 4.5906
C -0.1227 -1.8829 3.8910
H -0.3747 -3.1727 -1.7304
C 1.4625 1.3406 0.0634
H -1.7347 -1.5620 -4.8713
H -3.3970 -1.6500 -2.9503
H 0.2578 -2.0283 2.8810
H -2.4764 0.4013 -0.0851
H 0.4197 -2.4208 -3.9952
H 3.5486 4.0369 -2.8445
H -1.3792 0.6513 -2.8047
H -2.7154 0.5172 -3.9553
N -1.5174 -0.1796 1.6662
C -1.9405 -0.5962 2.8898
C 1.6672 1.4854 2.4499
C -1.0184 -2.6048 -2.4032
C 1.8941 1.5522 -1.3497
H -3.2655 -0.8938 0.8692
C -0.8836 -0.5516 3.9964
O 1.0852 1.5468 -2.2638
C -0.1932 -1.7637 -3.3770
H 3.0833 2.3190 1.1016
C -2.7736 -0.9509 -2.3782
H -0.8157 -0.5467 6.1483
O 0.0244 0.5426 3.8611
O -0.7548 -2.3009 0.2920
H -0.2817 0.4131 -0.6712
C -0.2662 0.4111 1.4813
C 0.4737 0.7930 2.6089
H -1.9617 0.6068 5.4518
C 3.8635 1.8975 -2.8262
C 3.3627 3.1799 -3.4881
N 3.2229 1.7153 -1.5286
H 3.9704 -0.2248 -3.2359
H 2.1950 1.8001 3.3361
C -2.3115 -0.5041 0.5010
O -3.0569 -1.0329 3.0768
H -1.6634 -3.2980 -2.9542
H -0.7927 -2.7040 4.1289
C -1.1153 -0.9131 -4.2464
H 2.2946 3.1020 -3.6679
C 0.2429 0.6917 0.2265
H -0.5235 -0.2735 -4.9017
C -2.0065 -0.0534 -3.3538
N -1.8503 -1.7360 -1.5905
H 4.1492 0.8034 -4.6639
H 4.9375 1.9899 -2.6276
H 0.4705 -1.1066 -2.8119
H -2.3508 -1.1182 5.4552
C 2.1633 1.7601 1.1886
H 3.8201 1.6189 -0.7254
H -3.4339 -0.3687 -1.7381
H 3.8726 3.3341 -4.4349
H 2.5575 0.5873 -3.9222
C 3.6206 0.6832 -3.7224
C -1.5474 -0.3943 5.3603
```

Charge distribution, Mulliken scheme, values in e: 0.6044 0.4128 -1.4933 0.4220 -0.3101 0.3366 0.4168 0.2819 0.4877 0.4040 0.3501 0.0606 0.3995 0.1940 0.3850 -1.1377 -1.0721 0.5845 0.3744 1.4741 -0.6375 -0.0784 0.4910 -0.9778 0.3976 -0.5610 -0.6702 0.0310 0.7338 0.5469 0.4137 0.3130 -1.3586 -0.1769 0.3525 0.4802 -1.0758 -0.6796 0.3449 0.3804 -0.9026 0.2511 -0.1661 0.4321 -0.2037 0.0952 0.4483 0.3630 -0.0157 0.3797 -0.3989 0.2396 0.4435 0.4548 0.1834 -1.3002 -1.7475